(1)
ORCA calculation (ωB97M-V with the def2-TZVPD basis set) on a cluster of 3 separate species, C16H27BrO10S3 in total in a non-equilibrium geometry.

Structure (XYZ):
```
57
Properties=species:S:1:pos:R:3:lowdin_charge:R:1
Br 2.9149 -0.2074 1.4327 0.800
S -3.6180 1.0335 1.9917 0.692
S -0.6227 2.4101 -0.3468 0.633
S -0.1842 -2.5632 -1.0615 0.693
O -1.3734 1.3498 -0.9601 -0.273
O 5.1085 2.9006 -1.8287 0.176
O -4.3680 2.1147 1.4126 -0.301
O -2.1839 0.9529 1.8587 -0.309
O 7.3115 2.1643 0.8035 0.159
O 0.4180 -1.2529 -0.9698 -0.340
O 5.1419 2.0616 0.2381 0.056
O -0.4844 2.1479 1.2204 -0.258
O -0.0369 -3.5351 -0.0115 -0.308
O -1.2906 3.6711 -0.4959 -0.272
C -4.3534 -1.3737 2.7397 -0.220
C 2.1668 1.9399 -0.3468 -0.338
C 6.4552 1.6191 0.1936 -0.490
C 4.5812 2.1911 -1.0301 -0.459
C 6.7576 0.3903 -0.6448 0.031
C 1.5280 0.8445 0.5231 -0.628
C 0.7634 1.5629 1.6344 -0.243
C 0.9898 2.5933 -1.1314 -0.134
C -1.9686 -2.3158 -2.9629 -0.210
C 3.3003 1.4376 -1.2814 -0.072
C -4.8307 -0.4411 3.8602 -0.215
C -4.0460 0.8704 3.7319 -0.214
C 0.2760 -3.2994 -2.6345 -0.213
C -1.9151 -2.3504 -1.4401 -0.223
C -1.0234 -3.4274 -3.4404 -0.210
C -4.3331 -0.5245 1.4728 -0.219
H 0.9071 2.0281 -2.0668 0.113
H -5.3431 -0.3227 1.1161 0.110
H 1.4512 2.2880 2.0857 0.128
H 7.3343 0.6523 -1.5347 0.100
H 0.5152 0.8462 2.4228 0.112
H -5.0048 -2.2400 2.6293 0.114
H -0.8290 -3.3599 -4.5098 0.114
H 0.7420 -4.2641 -2.4498 0.103
H -2.4468 -3.2163 -1.0448 0.112
H -1.6147 -1.3482 -3.3254 0.123
H -1.4799 -4.4013 -3.2517 0.117
H 7.3891 -0.2513 -0.0295 0.096
H 0.9369 0.1306 -0.0700 0.043
H -4.6902 -0.8872 4.8440 0.113
H 1.1946 3.6250 -1.4175 0.121
H -3.7325 -0.9518 0.6747 0.083
H 3.0132 1.6872 -2.3082 0.127
H -5.8982 -0.2448 3.7391 0.116
H -3.1185 0.8410 4.3008 0.104
H -4.6381 1.7309 4.0334 0.102
H 5.8365 -0.1126 -0.9504 0.077
H 3.4383 0.3547 -1.2573 0.106
H -2.9836 -2.4614 -3.3290 0.118
H -3.3466 -1.7347 2.9631 0.120
H 2.5819 2.7173 0.3052 0.143
H -2.2804 -1.4370 -0.9740 0.088
H 0.9854 -2.6328 -3.1218 0.104
```

Properties
Orbital gap ... 0.38205 hartree
Charge ... 0
HOMO energy ... -10.1 eV
Relative energy (zero: lowest compared OMol25 entry of this formula, charge and spin) ... 0.000 eV
Max |F| ... 3.51 eV Å⁻¹
SMILES string ... CC(=O)OC(=O)C[C@H]1CS(=O)(=O)OC[C@@H]1Br.O=S1(=O)CCCC1.O=S1(=O)CCCC1

(2)
ORCA calculation (ωB97M-V with the def2-TZVPD basis set) on a structure of composition C41H47Cl2CrN8O5P2S2 in a non-equilibrium geometry.

Structure (XYZ):
```
108
Properties=species:S:1:pos:R:3:lowdin_charge:R:1
Cr -0.7208 -0.9091 1.0046 0.818
Cl -5.4457 1.6662 -6.1070 0.715
Cl -1.2440 3.8758 -3.5154 0.753
S -0.5979 -5.2721 -1.1443 0.995
S -2.4614 -3.1246 -0.1939 0.679
P 2.1340 -0.6983 -0.9484 0.537
P 2.4368 -0.4576 1.9079 0.558
O -1.9040 -0.2577 -0.4132 -0.186
O 0.6918 -0.5665 -0.7185 -0.275
O 1.1429 -1.1081 2.1435 -0.291
O 3.0207 -0.7884 0.4008 -0.266
O -3.7605 -0.3058 0.7626 0.011
N 0.1135 -3.2633 0.3680 -0.057
N 3.6216 -1.0517 2.8856 -0.312
N -1.6928 -1.6572 2.5572 -0.038
N -3.8003 2.2808 -3.7193 0.060
N -5.2398 -0.5153 5.5464 0.173
N 2.7300 0.7151 -1.6274 -0.308
N 2.4563 1.1992 2.0440 -0.257
N 2.5838 -2.1014 -1.7161 -0.278
C -0.5341 0.9301 3.3733 -0.143
C -3.3284 -1.6884 4.3110 -0.174
C -1.4610 3.2190 2.1786 -0.089
C -1.1406 3.2442 3.5252 -0.094
C -3.1549 -0.0693 -0.2739 -0.689
C -1.3296 2.0461 1.4488 -0.115
C 2.4061 -3.9364 0.9752 -0.039
C -4.0121 2.0193 -1.3274 -0.143
C -1.7719 -3.4681 4.1392 -0.016
C 5.0115 -1.1323 2.5029 -0.090
C 3.2153 -5.9919 -0.0022 -0.113
C -0.8722 0.8653 2.0232 -0.216
C 1.7494 -2.6160 -2.7815 -0.079
C -4.2083 4.7872 -1.0311 -0.084
C 2.0169 -6.1749 -0.6695 -0.105
C -4.0164 4.2379 -2.2853 -0.072
C -3.9158 2.8605 -2.4434 -0.238
C -3.4041 2.9342 -4.8573 -0.305
C -4.0854 2.7462 -6.0725 -0.575
C -1.8875 4.4044 -6.0693 -0.112
C 3.3998 -4.8807 0.8111 -0.111
C -4.3959 -1.0305 4.9668 -0.177
C 3.9624 -2.5323 -1.7708 -0.092
C -3.8661 0.5298 -1.4939 -0.025
C 1.8269 2.0155 1.0240 -0.093
C 3.5523 1.8807 2.6985 -0.093
C -4.3467 3.9592 0.0706 -0.092
C 3.2552 -1.7531 4.0964 -0.083
C 4.1525 0.9182 -1.7776 -0.105
C -4.2571 2.5875 -0.0836 -0.035
C -1.2322 -2.8237 3.0447 -0.097
C -0.9266 -3.7480 -0.2646 -1.143
C -3.7102 3.3840 -7.2382 -0.114
C -2.2595 3.7452 -4.9120 -0.580
C 1.1978 -4.0837 0.2955 -0.331
C -2.6229 4.2406 -7.2299 -0.091
C -2.7310 -1.1075 3.1982 -0.039
C -0.6639 2.0898 4.1198 -0.087
C -2.8514 -2.9073 4.8027 0.023
C 1.9250 1.3541 -2.6486 -0.095
C 1.0180 -5.2383 -0.5025 -0.503
H -3.3045 -3.3732 5.6638 0.126
H 5.1686 -0.5580 1.5925 0.074
H 0.7396 -2.2298 -2.6568 0.089
H 3.9991 -6.7261 -0.0972 0.096
H 3.8812 1.3054 3.5594 0.076
H 4.3657 1.9901 -1.7071 0.089
H -2.3391 4.7624 -8.1302 0.104
H 3.5674 -2.8024 4.0559 0.092
H -0.1558 0.0481 3.8782 0.092
H 0.8743 1.1619 -2.4370 0.079
H 5.3013 -2.1730 2.3192 0.090
H 1.1191 1.4155 0.4564 0.056
H 4.4025 2.0454 2.0239 0.088
H 4.3428 -4.7610 1.3288 0.095
H 4.4532 -2.2327 -2.7050 0.088
H -3.1131 -0.1801 2.8011 0.123
H 1.8435 -7.0348 -1.2946 0.104
H -3.9769 4.8777 -3.1553 0.107
H -1.0087 5.0289 -6.0593 0.102
H 2.1256 -2.3265 -3.7703 0.089
H 2.5699 2.4433 0.3435 0.090
H -1.8346 4.1130 1.7014 0.097
H -1.3479 -4.4050 4.4646 0.114
H 2.1727 -1.7026 4.2023 0.078
H -1.6008 2.0623 0.4032 0.100
H -4.2734 3.2166 -8.1429 0.104
H -4.4453 1.5181 -3.8825 0.094
H -4.5428 4.3789 1.0467 0.103
H 5.6486 -0.7277 3.2968 0.093
H 3.1829 2.8492 3.0395 0.095
H 1.7286 -3.7077 -2.7268 0.082
H -0.4137 2.0862 5.1715 0.099
H 1.2826 2.8277 1.5077 0.094
H 3.9922 -3.6218 -1.6975 0.085
H -1.2590 4.1490 4.1029 0.098
H -4.8488 0.0585 -1.5714 0.137
H -3.2776 0.3078 -2.3865 0.119
H -0.3805 -3.2499 2.5327 0.102
H 2.1651 0.9901 -3.6549 0.090
H 4.5325 0.5604 -2.7430 0.088
H 2.1044 2.4321 -2.6217 0.088
H -4.2818 5.8592 -0.9223 0.101
H 2.5427 -3.0969 1.6382 0.070
H 4.6711 0.4003 -0.9728 0.068
H 4.5004 -2.1161 -0.9238 0.072
H 3.7274 -1.2823 4.9658 0.091
H -4.3723 1.9379 0.7718 0.115
```

Properties
Orbital gap (alpha / beta) ... 0.24996 / 0.24324 hartree
Charge ... 0
Expectation value of S² ... 3.81
HOMO energy (alpha / beta) ... -6.8 / -6.8 eV
Relative energy (zero: lowest compared OMol25 entry of this formula, charge and spin) ... 1.344 eV
Max |F| ... 2.23 eV Å⁻¹
Multiplicity ... 4